DFT (ωB97M-V/def2-TZVPD) results for a molecular structure, C57H62BN6OP2RbS3.

```
133
Properties=species:S:1:pos:R:3:lowdin_charge:R:1
Rb 0.145 0.491 -1.307 0.663
C -4.567 1.817 0.961 -0.061
C -5.365 0.567 0.587 -0.545
C -5.989 0.690 -0.804 -0.043
C -6.496 0.409 1.602 -0.058
N -4.500 -0.649 0.626 0.000
C -4.744 -1.743 1.443 -0.054
C -3.837 -2.678 1.126 -0.060
N -3.015 -2.185 0.130 0.073
B -2.016 -3.276 -0.454 -0.584
N -1.158 -2.907 -1.672 0.040
C 0.214 -3.015 -1.756 -0.120
C 0.594 -2.635 -2.984 -0.074
N -0.571 -2.322 -3.697 -0.006
C -1.661 -2.600 -2.905 -0.756
S -3.286 -2.681 -3.328 0.639
C -0.607 -1.819 -5.094 -0.558
C 0.820 -1.541 -5.562 -0.053
C -1.224 -2.867 -6.020 -0.045
C -1.394 -0.509 -5.124 -0.043
N -1.083 -3.773 0.711 0.035
C -1.192 -5.069 1.174 -0.059
C -0.192 -5.298 2.040 -0.044
N 0.567 -4.135 2.106 0.007
C -0.004 -3.192 1.296 -0.670
S 0.481 -1.575 1.097 0.642
C 1.832 -4.014 2.888 -0.543
C 1.627 -3.013 4.018 -0.033
C 2.179 -5.377 3.483 -0.055
C 2.988 -3.592 1.982 -0.043
C -3.417 -0.925 -0.169 -0.681
S -2.735 0.158 -1.296 0.485
H -5.209 2.692 0.843 0.091
H -3.692 1.939 0.326 0.017
H -4.249 1.767 2.006 0.078
H -6.649 1.559 -0.824 0.087
H -6.577 -0.201 -1.031 0.094
H -5.226 0.805 -1.570 0.033
H -7.108 1.310 1.557 0.090
H -6.120 0.314 2.623 0.085
H -7.139 -0.442 1.374 0.087
H -5.549 -1.787 2.148 0.107
H -3.715 -3.671 1.520 0.117
H -2.699 -4.230 -0.727 0.112
H 0.828 -3.388 -0.961 0.097
H 1.578 -2.634 -3.412 0.108
H 1.431 -2.443 -5.578 0.084
H 1.313 -0.787 -4.944 0.083
H 0.769 -1.159 -6.582 0.091
H -0.642 -3.791 -5.978 0.090
H -1.217 -2.496 -7.046 0.086
H -2.247 -3.087 -5.722 0.032
H -0.862 0.266 -4.566 0.075
H -2.385 -0.637 -4.691 0.036
H -1.497 -0.171 -6.157 0.090
H -1.980 -5.720 0.838 0.118
H 0.029 -6.177 2.611 0.106
H 0.848 -3.363 4.701 0.092
H 1.337 -2.046 3.614 0.032
H 2.557 -2.898 4.574 0.077
H 1.440 -5.710 4.214 0.085
H 3.133 -5.281 4.000 0.088
H 2.286 -6.140 2.710 0.090
H 2.876 -2.569 1.632 0.034
H 3.055 -4.255 1.116 0.093
H 3.914 -3.672 2.552 0.077
O 1.502 2.177 3.448 -0.043
C 0.423 1.335 3.539 -0.260
C 0.234 0.439 4.577 -0.005
C -0.911 -0.353 4.595 -0.067
C -1.849 -0.271 3.579 -0.072
C -1.637 0.631 2.546 -0.128
C -0.517 1.455 2.516 -0.327
P -0.578 2.813 1.313 1.137
C -0.322 4.210 2.501 -0.348
C 0.747 5.099 2.496 -0.086
C 0.816 6.132 3.424 -0.082
C -0.187 6.297 4.367 -0.099
C -1.264 5.418 4.378 -0.091
C -1.330 4.388 3.452 -0.102
C 0.983 2.837 0.346 -0.473
C 1.969 1.849 0.351 -0.252
C 3.051 1.932 -0.520 -0.114
C 3.156 2.993 -1.409 -0.079
C 2.165 3.967 -1.442 -0.072
C 1.082 3.880 -0.578 -0.127
C 2.276 2.406 4.569 -0.284
C 1.772 3.248 5.548 0.009
C 2.543 3.526 6.663 -0.058
C 3.814 2.973 6.785 -0.073
C 4.307 2.152 5.785 -0.083
C 3.543 1.846 4.657 -0.286
P 4.180 0.890 3.217 1.157
C 5.104 -0.470 4.015 -0.387
C 6.044 -1.169 3.250 -0.127
C 6.654 -2.311 3.743 -0.088
C 6.323 -2.792 5.004 -0.092
C 5.378 -2.121 5.764 -0.087
C 4.772 -0.970 5.273 -0.105
C 5.507 2.088 2.758 -0.355
C 6.868 1.930 3.000 -0.091
C 7.771 2.919 2.628 -0.083
C 7.325 4.083 2.021 -0.092
C 5.965 4.258 1.792 -0.080
C 5.067 3.267 2.154 -0.103
H 0.964 0.362 5.372 0.121
H -1.053 -1.047 5.414 0.109
H -2.726 -0.906 3.572 0.100
H -2.354 0.707 1.737 0.057
H 1.551 4.980 1.780 0.096
H 1.664 6.804 3.412 0.104
H -0.131 7.102 5.088 0.101
H -2.056 5.537 5.107 0.103
H -2.175 3.707 3.468 0.105
H 1.893 1.010 1.039 0.056
H 3.822 1.171 -0.490 0.115
H 4.009 3.064 -2.072 0.108
H 2.233 4.789 -2.144 0.108
H 0.298 4.630 -0.613 0.113
H 0.783 3.670 5.420 0.116
H 2.157 4.183 7.432 0.107
H 4.425 3.198 7.650 0.104
H 5.310 1.751 5.867 0.112
H 6.295 -0.819 2.256 0.108
H 7.384 -2.834 3.137 0.104
H 6.796 -3.687 5.388 0.101
H 5.109 -2.490 6.745 0.104
H 4.031 -0.462 5.876 0.098
H 7.234 1.040 3.496 0.092
H 8.827 2.781 2.824 0.102
H 8.030 4.852 1.732 0.101
H 5.604 5.168 1.330 0.103
H 4.006 3.414 1.981 0.095
```

- Gap between HOMO and LUMO: 0.2365 Ha
- ΔE to the lowest compared entry with this formula, charge and spin: 10.8 kcal per mole
- Charge: 0


DFT (ωB97M-V/def2-TZVPD) results for a molecular structure, C31H63NO12P2Si2.

```
111
Properties=species:S:1:pos:R:3:lowdin_charge:R:1
C -1.132 7.778 0.089 -0.103
C -0.213 6.853 -0.901 -0.517
C -1.273 6.274 -2.008 -0.067
C 0.841 7.859 -1.577 -0.084
C 0.422 5.715 0.033 -0.135
C 1.682 4.928 -0.581 -0.445
C 1.514 4.447 -2.105 -0.075
C 3.099 5.691 -0.423 -0.066
C 1.829 3.564 0.304 -0.121
C 2.218 2.176 -0.291 -0.027
C 2.345 0.888 0.612 0.026
C 2.083 0.936 2.159 -0.219
O 2.191 -0.304 2.860 -0.131
C 0.915 -0.756 3.386 -0.164
C -0.366 -0.316 2.535 -0.186
O -0.337 -0.804 1.152 -0.179
C -1.491 -0.290 0.432 -0.255
C -1.109 0.062 -1.098 -0.194
Si -2.630 0.843 -2.001 0.512
O -4.064 0.106 -1.364 -0.442
Si -5.441 1.165 -1.417 0.577
O -2.557 2.573 -1.761 -0.186
C -2.749 3.200 -3.029 -0.336
N -3.303 3.813 -3.921 0.157
C 1.735 2.317 2.777 0.003
C 1.615 3.601 1.872 -0.002
H -1.878 7.076 0.620 0.092
H -1.780 8.516 -0.515 0.083
H -0.489 8.392 0.814 0.082
H -0.816 6.369 -3.070 0.087
H -1.361 5.154 -1.798 0.049
H -2.279 6.835 -1.960 0.087
H 1.411 8.376 -0.707 0.091
H 0.261 8.721 -2.091 0.098
H 1.598 7.356 -2.272 0.065
H 0.782 6.191 1.028 0.116
H -0.407 4.968 0.328 0.131
H 1.182 5.282 -2.828 0.077
H 0.778 3.571 -2.152 0.081
H 2.554 4.082 -2.457 0.096
H 3.080 6.530 0.366 0.089
H 3.293 6.231 -1.433 0.077
H 3.993 4.977 -0.292 0.096
H 2.429 2.026 -1.400 0.086
H 2.639 -0.105 0.109 0.111
H 0.939 -1.915 3.367 0.126
H 0.753 -0.488 4.504 0.143
H -1.277 -0.856 3.018 0.142
H -0.617 0.808 2.603 0.124
H -1.922 0.680 0.905 0.130
H -2.338 -1.065 0.408 0.126
H -0.172 0.743 -1.146 0.082
H -0.875 -0.903 -1.682 0.091
H -2.587 0.569 -3.437 0.020
H -6.679 0.495 -1.018 -0.072
H -5.214 2.357 -0.571 -0.051
H -5.619 1.644 -2.789 -0.057
H 1.546 2.395 3.898 0.099
H 1.337 4.601 2.379 0.093
O -0.270 -4.236 -7.448 -0.253
P -1.131 -2.980 -7.642 0.738
O -2.543 -3.715 -7.149 -0.253
C -2.597 -4.461 -5.937 -0.290
C -2.913 -3.587 -4.738 -0.080
O -1.322 -3.165 -9.283 -0.222
C -0.309 -3.850 -10.019 -0.300
C -0.625 -5.334 -10.142 -0.077
O -1.975 -1.506 -7.840 -0.219
C -3.210 -1.129 -7.257 -0.280
C -2.972 -0.371 -5.964 -0.107
H -1.675 -5.018 -5.756 0.104
H -3.395 -5.198 -6.058 0.120
H -2.084 -2.906 -4.528 0.064
H -3.082 -4.195 -3.846 0.081
H -3.807 -2.985 -4.913 0.073
H 0.672 -3.691 -9.561 0.101
H -0.261 -3.403 -11.015 0.114
H -0.982 -5.769 -9.207 0.069
H 0.257 -5.887 -10.476 0.078
H -1.424 -5.482 -10.877 0.075
H -3.902 -1.959 -7.129 0.108
H -3.692 -0.449 -7.968 0.131
H -2.202 -0.846 -5.354 0.047
H -3.897 -0.292 -5.386 0.077
H -2.616 0.641 -6.174 0.080
O 3.447 -5.593 9.060 -0.253
P 2.750 -5.106 7.783 0.740
O 2.327 -3.626 8.423 -0.254
C 3.288 -2.813 9.089 -0.292
C 4.043 -1.914 8.128 -0.079
O 1.320 -5.907 8.062 -0.223
C 1.346 -7.107 8.836 -0.301
C 1.096 -6.818 10.309 -0.077
O 2.054 -4.651 6.288 -0.218
C 1.782 -3.342 5.821 -0.289
C 2.944 -2.824 4.994 -0.084
H 3.994 -3.406 9.673 0.103
H 2.735 -2.189 9.796 0.119
H 4.688 -2.506 7.473 0.068
H 4.675 -1.207 8.671 0.081
H 3.357 -1.343 7.500 0.072
H 2.292 -7.636 8.691 0.101
H 0.562 -7.765 8.454 0.114
H 1.647 -5.947 10.668 0.069
H 1.364 -7.683 10.921 0.078
H 0.034 -6.599 10.468 0.075
H 1.495 -2.650 6.611 0.109
H 0.905 -3.423 5.167 0.120
H 3.904 -3.049 5.462 0.065
H 2.859 -1.747 4.838 0.061
H 2.960 -3.308 4.014 0.086
```

- Gap between HOMO and LUMO: 0.2559 Ha
- Charge: 0


- What is the formula in the first record?
  C57H62BN6OP2RbS3


- Number 1 is which compound?
  C57H62BN6OP2RbS3